14
Properties=species:S:1:pos:R:3:forces:R:3 method="wB97M-V/def2-TZVPD" gap_ha=0.3976 charge=0 e_tot_ha=-324.63199 e_above_lowest_kcal_mol=58.03
O 0.90965 -1.32213 -0.68099 0.1 0.2 0.3
N 2.19073 0.28866 0.64151 -0.3 0.6 -0.4
C -0.36578 -0.67188 -1.01389 -0.3 -0.1 -0.1
C 1.38667 -0.10867 -0.22488 0.1 0.7 0.4
C -0.63943 0.84196 0.56666 -0.1 0.1 0.1
C 0.22911 0.71049 -0.71381 0.0 0.2 -0.2
C -1.22351 -0.57107 0.26884 -0.1 -0.1 0.1
H -0.01234 0.90305 1.46203 -0.3 0.1 -0.2
H 0.39345 1.52616 -1.41454 -0.1 -0.1 0.1
H -1.35613 1.66342 0.60078 -0.1 -0.2 -0.3
H -2.30452 -0.60501 0.12411 0.1 0.0 -0.1
H 2.49383 -0.30511 1.36811 1.0 -1.3 0.2
H -0.77051 -1.00708 -1.96945 0.1 -0.1 0.2
H -0.93121 -1.34279 0.98553 -0.2 0.1 -0.1

14
Properties=species:S:1:pos:R:3:forces:R:3 method="wB97M-V/def2-TZVPD" gap_ha=0.4032 smiles="CC(=O)[C@@H](C)C#N" charge=0 e_tot_ha=-324.70632 e_above_lowest_kcal_mol=11.39
O 0.76561 -1.94144 -0.06273 0.0 0.5 -0.1
N -0.46853 2.47333 -0.99652 -0.1 -1.1 0.2
C 0.72127 -0.73673 -0.15784 0.0 -0.3 0.1
C 1.91957 0.15039 0.05844 0.0 0.0 0.0
C -1.65684 -0.37791 0.64950 0.0 0.0 0.1
C -0.64759 -0.09359 -0.47758 0.0 0.0 -0.1
C -0.55485 1.34232 -0.76951 0.1 0.9 -0.2
H 2.81064 -0.46926 0.17247 -0.1 0.1 0.0
H -0.99305 -0.59751 -1.38728 0.0 0.1 0.1
H 2.04655 0.86086 -0.76511 0.0 -0.1 0.1
H -1.38476 0.15393 1.56585 0.0 -0.1 -0.1
H -2.65976 -0.05796 0.35460 0.2 0.0 0.0
H -1.66463 -1.45241 0.84819 0.0 0.2 0.0
H 1.76636 0.74600 0.96753 0.0 -0.1 -0.1

14
Properties=species:S:1:pos:R:3:forces:R:3 method="wB97M-V/def2-TZVPD" gap_ha=0.3835 smiles="C[C@]12N[C@H]1CC2=O" charge=0 e_tot_ha=-324.65226 e_above_lowest_kcal_mol=45.31
O 0.16751 0.36752 -2.30575 0.1 -0.2 0.5
N 0.24522 -1.02271 1.02062 0.1 -0.2 -0.1
C 0.43433 0.09916 -1.16281 0.0 -0.1 -0.5
C 0.70013 0.32721 0.87391 0.1 0.2 0.2
C -1.93190 -0.09436 0.07561 0.0 0.0 0.0
C -0.44045 -0.20859 0.01969 -0.4 0.0 -0.2
C 1.67872 0.40359 -0.30371 0.1 0.1 0.0
H -2.25705 0.00403 1.11464 0.0 0.0 -0.1
H 0.59384 1.03095 1.68625 0.1 0.0 0.0
H -2.39390 -0.99916 -0.33886 0.1 0.2 0.1
H 2.47204 -0.35146 -0.25970 -0.1 0.1 0.0
H -2.27990 0.76711 -0.50085 0.0 -0.1 0.1
H 0.90072 -1.69782 0.63360 -0.1 0.1 0.0
H 2.11070 1.37452 -0.55265 -0.1 -0.1 0.0

14
Properties=species:S:1:pos:R:3:forces:R:3 method="wB97M-V/def2-TZVPD" gap_ha=0.3159 charge=0 e_tot_ha=-324.56340 e_above_lowest_kcal_mol=101.07
O 1.15197 -0.93749 1.15449 0.5 0.5 0.2
N 2.23175 -0.31458 -0.79009 0.0 -0.2 0.1
C -1.59841 -0.44091 0.17832 0.0 -0.1 0.0
C -1.02166 0.85338 0.77417 -0.1 0.1 0.1
C 0.10704 0.69343 -0.24481 -0.1 0.0 -0.3
C -0.50527 -0.59169 -0.83744 -0.6 0.4 -0.4
C 1.25056 -0.22032 0.18038 0.0 -0.6 0.3
H -1.63595 1.73818 0.59295 0.1 -0.1 0.1
H -1.86243 -1.29033 0.81371 0.0 0.1 -0.2
H 2.85011 -1.09277 -0.59411 0.0 0.0 0.0
H 1.73464 -0.47527 -1.66545 0.4 0.3 -0.1
H -2.43425 -0.24921 -0.51912 -0.1 0.0 0.2
H 0.46582 1.51737 -0.86923 0.0 -0.3 0.1
H -0.73394 0.81021 1.82623 0.1 0.0 -0.2

14
Properties=species:S:1:pos:R:3:forces:R:3 method="wB97M-V/def2-TZVPD" gap_ha=0.2882 charge=0 e_tot_ha=-324.56874 e_above_lowest_kcal_mol=97.72
O 1.00827 -2.06594 0.08426 -0.3 0.0 0.0
N 1.28957 1.58326 0.05709 0.2 -0.1 -0.1
C -0.33895 -0.28494 -0.31629 0.1 -0.1 0.0
C -1.49336 0.34299 0.46278 0.0 0.1 0.0
C 1.05625 0.18588 -0.02887 0.3 0.0 0.1
C -0.16373 -1.74207 -0.16326 0.4 0.1 -0.1
C 1.99829 -0.76880 0.16381 -0.4 0.3 0.0
H -0.92317 -2.52023 -0.28118 0.1 0.1 0.0
H 1.07182 2.08062 -0.79974 -0.1 -0.1 0.0
H -1.48561 1.41451 0.25834 -0.1 -0.1 0.1
H 2.26976 1.75579 0.24558 0.0 -0.1 0.1
H -2.46684 -0.07034 0.17650 0.2 0.1 0.0
H -1.35434 0.20844 1.53854 0.0 0.0 -0.1
H -0.46797 -0.11918 -1.39756 -0.4 -0.2 -0.1

14
Properties=species:S:1:pos:R:3:forces:R:3 method="wB97M-V/def2-TZVPD" gap_ha=0.3644 smiles="C=C=C1[C@H]2N[C@@H]12.O" charge=0 e_tot_ha=-324.53284 e_above_lowest_kcal_mol=120.25
O 0.23699 -2.24007 -0.96600 0.5 0.0 0.0
N -2.13620 0.73962 1.17567 -0.1 0.2 0.3
C -0.16630 0.72877 0.13270 0.5 -0.2 -0.2
C 2.38950 0.39538 -0.16532 -0.2 0.1 0.1
C -1.39095 -0.09705 0.25249 -0.3 -0.3 -0.2
C -1.46519 1.36881 0.05293 0.0 0.5 -0.2
C 1.12450 0.69739 -0.00250 -0.4 -0.5 0.0
H 2.80142 0.15885 -1.14776 -0.1 0.2 0.2
H -1.89869 -0.82383 -0.37363 0.5 0.1 0.1
H -1.94912 1.87076 -0.76772 0.0 0.1 0.2
H 3.05278 0.35111 0.69359 0.1 0.1 -0.1
H 1.05201 -1.72568 -0.85520 -0.2 -0.1 -0.3
H -1.59519 0.87689 2.02621 -0.1 0.1 0.0
H -0.05557 -2.30095 -0.05547 -0.3 -0.2 0.2

14
Properties=species:S:1:pos:R:3:forces:R:3 method="wB97M-V/def2-TZVPD" gap_ha=0.3754 charge=0 e_tot_ha=-324.62708 e_above_lowest_kcal_mol=61.11
O 0.75604 -1.67800 -1.97801 -0.5 0.2 0.4
N -1.17193 0.42699 2.00303 0.2 -0.3 -0.3
C 0.06549 -0.94747 -1.32080 0.3 -0.1 -0.2
C 0.02192 -0.21664 -0.03957 0.1 -0.1 0.2
C -0.98668 -0.39929 1.05765 -0.1 0.1 0.3
C 1.40050 0.29675 0.37987 0.0 0.1 0.0
C -0.79399 0.22486 -1.34596 0.0 0.1 -0.3
H 1.39503 0.68826 1.40199 -0.1 0.0 -0.2
H -0.57648 1.10701 -1.93985 0.2 -0.1 0.0
H -1.86066 0.03072 -1.22046 0.2 0.1 0.1
H -1.66539 -1.25415 0.98970 0.1 0.0 0.0
H -0.49670 1.19494 1.93063 -0.1 -0.1 0.1
H 2.11083 -0.53836 0.36626 -0.2 0.1 0.0
H 1.80201 1.06439 -0.28448 -0.1 0.0 0.0

14
Properties=species:S:1:pos:R:3:forces:R:3 method="wB97M-V/def2-TZVPD" gap_ha="0.2661 / 0.2658" charge=0 e_tot_ha=-324.54700 e_above_lowest_kcal_mol=111.36
O -0.24221 1.07935 -0.62667 -0.1 -0.2 0.0
N -1.23427 -1.00472 -0.14508 0.2 -0.3 -0.2
C -0.16127 -0.31875 -0.51956 -0.2 0.0 0.2
C 1.25985 -0.33787 -0.07809 0.1 -0.2 -0.2
C 1.47540 0.69003 1.03041 -0.1 0.1 0.1
C 1.16364 1.14104 -0.35119 0.4 0.3 -0.1
C -2.51364 -0.63781 -0.06271 -0.2 0.2 0.1
H -1.05135 -1.99960 -0.04039 0.0 0.2 0.1
H 0.74507 0.84115 1.82054 0.0 -0.1 -0.1
H -3.26177 -1.39935 0.08619 0.1 0.0 -0.1
H 2.03116 -1.04163 -0.37166 -0.2 0.1 0.0
H -2.76154 0.39964 -0.22173 0.0 -0.1 0.0
H 1.75799 1.79028 -0.98109 0.0 -0.1 0.1
H 2.51455 0.81437 1.32721 -0.2 -0.1 -0.1

14
Properties=species:S:1:pos:R:3:forces:R:3 method="wB97M-V/def2-TZVPD" gap_ha=0.3326 smiles=Cc1cccn1O charge=0 e_tot_ha=-324.55319 e_above_lowest_kcal_mol=107.48
O 0.79855 2.05798 -0.35372 -0.5 -2.2 2.3
N 0.64047 0.71357 0.52837 -1.4 2.9 -4.2
C 1.79729 -0.00443 0.19422 1.2 -0.2 -1.0
C 0.00223 -1.28483 0.01216 -1.4 -3.6 -2.9
C 1.41716 -1.23977 -0.13689 -0.5 0.2 1.5
C -0.52280 -0.06556 -0.08665 1.7 -1.1 3.8
C -1.96014 0.21940 0.01100 -0.1 0.9 -0.9
H 1.84766 -2.13458 -0.42962 1.8 -1.1 -0.3
H -2.60471 -0.73124 -0.25439 1.3 2.3 0.1
H 0.47814 2.60018 0.37199 0.0 0.8 -0.2
H -1.96047 1.15282 -0.63141 -1.6 -1.1 0.3
H -2.15703 0.53582 1.03027 -0.4 0.0 0.2
H -0.52624 -2.30944 -0.19072 0.6 2.2 0.6
H 2.74987 0.49007 -0.06459 -0.8 -0.1 0.8

14
Properties=species:S:1:pos:R:3:forces:R:3 method="wB97M-V/def2-TZVPD" gap_ha=0.3072 charge=0 e_tot_ha=-324.58172 e_above_lowest_kcal_mol=89.58
O -1.10982 0.70712 -0.99092 0.1 0.2 0.1
N 1.10505 0.06597 -1.37128 0.1 0.3 0.3
C -1.33453 -0.32969 -0.02295 -0.1 -0.2 0.0
C 1.51853 -0.19777 -0.09233 -2.2 -0.3 1.6
C -0.00169 0.53537 -1.76386 0.1 0.1 0.1
C -0.27683 -0.43061 1.02871 0.5 -0.5 -0.8
C 0.66053 0.57688 1.29465 1.4 -0.2 -1.3
H -0.14080 0.87523 -2.79315 0.0 -0.2 0.3
H -0.33436 -1.31177 1.66836 0.2 0.1 -0.2
H 1.20348 0.52988 2.24637 0.0 0.0 -0.6
H -1.40795 -1.30500 -0.52754 -0.1 0.1 -0.1
H 0.48310 1.58751 0.93664 0.0 -0.1 0.1
H -2.32324 -0.09570 0.38844 0.2 0.0 0.0
H 1.95851 -1.20743 -0.00115 -0.2 0.8 0.5

14
Properties=species:S:1:pos:R:3:forces:R:3 method="wB97M-V/def2-TZVPD" gap_ha=0.3623 charge=0 e_tot_ha=-324.59285 e_above_lowest_kcal_mol=82.59
O -0.74498 -1.95992 1.65699 0.3 0.3 -0.2
N -0.20528 1.00329 -1.16076 0.1 0.1 0.0
C -0.27909 -0.52089 -1.15215 -0.1 -0.3 -0.2
C -0.92584 0.90522 0.18019 -0.4 0.1 0.2
C 0.19004 -1.23564 1.40239 -0.2 -0.2 0.0
C 0.11244 -0.21717 0.29885 0.0 -0.3 0.3
C 1.06863 0.81288 -0.33741 0.4 0.0 0.1
H -1.97165 0.59324 0.12340 0.1 0.1 -0.1
H 0.46690 -1.00633 -1.79214 -0.1 0.1 0.1
H -1.27631 -0.94017 -1.30849 0.1 0.2 -0.1
H -0.80002 1.78695 0.81927 0.0 -0.2 -0.1
H 1.12295 -1.32756 1.98324 0.2 0.1 0.0
H 1.91571 0.42956 -0.91909 -0.2 0.1 0.1
H 1.34648 1.69259 0.25662 -0.1 -0.2 -0.2

14
Properties=species:S:1:pos:R:3:forces:R:3 method="wB97M-V/def2-TZVPD" gap_ha=0.3706 charge=0 e_tot_ha=-324.56860 e_above_lowest_kcal_mol=97.81
O -1.70482 1.16613 1.22097 -0.2 0.1 0.0
N 0.16783 -0.58901 -1.12342 0.0 -0.1 -0.3
C 0.15282 0.79429 -0.45931 0.0 0.5 -0.2
C 1.54139 -0.83294 -0.55140 0.3 -0.1 -0.1
C 0.90049 -0.06267 0.59240 0.2 0.1 0.3
C -0.43262 -0.78521 0.27398 -0.3 -0.4 0.2
C -1.23953 0.49198 0.08818 0.0 -0.2 -0.3
H 2.33739 -0.35153 -1.12977 -0.1 0.0 0.1
H -1.99935 0.40762 -0.69782 0.0 0.0 0.1
H 1.30298 0.24241 1.56390 -0.1 0.0 -0.2
H -2.59290 1.47184 1.01272 0.1 0.1 0.2
H 0.53264 1.67333 -0.98916 -0.1 -0.2 0.1
H 1.76369 -1.89629 -0.40996 0.0 0.1 0.0
H -0.74878 -1.77547 0.61433 0.0 0.1 -0.1